[1]
Density functional theory data (the ωB97M-V functional and the def2-TZVPD basis) for a cluster of 6 separate species, C49H91F9N7O6S3 in total.

Computed properties:
**2S+1**: 2
**Molar mass**: 1141.5 u
**Kohn-Sham gap**: 5.900 eV
**LUMO energy**: -0.0971 hartree
**Calculated total energy**: -131935.0645 eV

Geometry as XYZ:
```
165
Properties=species:S:1:pos:R:3:mulliken_charge:R:1
C 0.83201 -2.48271 1.19244 -1.021
C -0.62606 -1.67536 1.33419 1.192
C -1.72046 -2.86630 1.74517 -1.076
C -0.90771 -1.00560 -0.13526 -1.459
C -2.31845 -0.17293 -0.18338 1.512
C -3.64449 -1.11263 -0.53814 0.204
C -3.44636 -2.07460 -1.84932 -0.411
C -4.77247 -3.07289 -2.05496 -0.158
S -4.74950 -4.24763 -0.56420 -0.148
C -6.35734 -4.03779 0.44517 0.043
S -6.72948 -5.29649 1.52265 -0.092
N -7.16827 -2.79710 0.17033 0.729
C -8.59460 -3.08741 -0.23473 0.101
C -9.78114 -3.70340 0.71591 -0.169
C -11.27044 -3.98192 0.02625 -0.487
C -11.60707 -3.68972 -1.57606 -0.349
C -10.42943 -3.05190 -2.52117 -0.426
C -8.96644 -2.77663 -1.83568 -0.195
C -7.05127 -1.74449 1.24332 0.241
C -7.01515 -1.97598 2.86390 -0.250
C -6.89890 -0.72291 3.96530 -0.521
C -6.85807 0.86128 3.47409 -0.456
C -6.90777 1.09923 1.81948 -0.425
C -6.98550 -0.15506 0.72783 -0.299
C -2.15202 0.97408 -1.36065 -0.337
C -3.43530 1.98268 -1.51263 -0.481
C -2.96057 3.56013 -1.68283 0.787
F -2.05808 3.76990 -2.87694 -0.359
F -2.03534 3.79208 -0.50656 -0.237
C -4.14170 4.66404 -1.52802 0.566
F -3.51995 6.01193 -1.65011 -0.249
F -4.64688 4.56426 -0.10800 -0.232
S -5.59322 4.55229 -2.67242 1.110
F -6.44319 5.63617 -1.60479 -0.337
F -4.97552 5.96073 -3.49577 -0.319
F -4.80705 3.59785 -3.84714 -0.283
F -6.31802 3.22365 -1.87307 -0.259
F -6.95918 4.60446 -3.70816 -0.294
C -2.58041 0.42864 1.31888 -0.559
C -1.24301 0.59390 2.24970 0.347
C -0.30729 1.88977 1.75758 0.102
C -1.79692 1.03724 3.76447 -1.002
N -0.42591 -0.66319 2.43948 0.840
O -0.55452 -1.19643 3.66674 -0.610
H 1.05694 -2.59521 0.02947 0.228
H 0.73348 -3.59164 1.59708 0.250
H 1.70838 -1.88818 1.74010 0.216
H -2.13630 -3.41643 0.77912 0.007
H -2.61005 -2.30898 2.26289 0.129
H -1.26466 -3.60698 2.54110 0.507
H -0.76848 -1.80491 -0.97816 0.370
H -0.04131 -0.20229 -0.30429 0.014
H -3.89743 -1.68484 0.46192 0.137
H -4.60307 -0.43798 -0.76305 -0.438
H -2.52367 -2.79298 -1.80990 -0.103
H -3.42226 -1.37097 -2.79805 0.088
H -5.77607 -2.47951 -2.16916 0.037
H -4.60817 -3.64541 -3.09003 0.335
H -9.53195 -3.92931 1.84601 0.271
H -12.18009 -4.44125 0.64693 0.247
H -12.65235 -3.92046 -2.06715 0.290
H -10.59318 -2.80041 -3.67023 0.277
H -8.12509 -2.32689 -2.54826 0.123
H -7.06911 -3.05522 3.31205 0.170
H -6.84758 -0.89334 5.13511 0.276
H -6.77429 1.78308 4.21431 0.314
H -6.85294 2.23792 1.48711 0.243
H -6.99143 0.15660 -0.40405 0.361
H -2.06109 0.37919 -2.38998 0.121
H -1.11874 1.49933 -1.20115 -0.006
H -4.18514 1.95954 -0.60353 0.106
H -4.05947 1.58538 -2.44878 0.332
H -3.06391 1.51354 1.21433 0.131
H -3.36261 -0.19268 1.95872 0.193
H -1.05912 2.78764 1.65040 -0.028
H 0.31965 1.66045 0.79568 -0.256
H 0.36306 2.14696 2.70988 -0.011
H -0.93193 1.24374 4.52508 0.183
H -2.63130 0.30148 4.16912 0.326
H -2.36072 2.07445 3.58992 0.291
C 2.44372 3.94329 -4.14625 -1.443
C 3.43815 4.01320 -2.98982 0.316
C 2.79306 3.76409 -1.60622 0.094
O 2.05587 4.87757 -1.09279 -0.506
C 0.73362 4.98647 -1.59613 -0.601
N 4.13306 5.30747 -3.03497 -0.756
H 1.81015 4.83099 -4.21184 0.303
H 2.97626 3.86242 -5.10076 0.356
H 1.79645 3.06604 -4.05383 0.309
H 4.17807 3.22026 -3.15333 0.382
H 3.60212 3.59049 -0.88560 0.007
H 2.17859 2.85599 -1.60505 0.102
H 0.27567 4.00898 -1.77399 0.158
H 0.73011 5.58354 -2.50980 0.266
H 0.13239 5.51924 -0.85467 0.331
H 4.86081 5.31194 -2.31822 0.286
H 3.47199 6.01962 -2.71292 0.334
C -0.51156 -3.96171 -7.18068 -1.404
C -0.61949 -2.67179 -6.37103 0.269
C -0.60856 -2.90137 -4.84142 -0.744
O -1.84612 -3.38536 -4.31124 -0.063
C -2.02804 -4.78713 -4.43573 -0.871
N -1.82032 -1.93936 -6.79721 -0.742
H -1.44498 -4.52937 -7.19592 0.285
H -0.26062 -3.73581 -8.22338 0.359
H 0.27672 -4.60846 -6.78395 0.340
H 0.25924 -2.06316 -6.61677 0.434
H -0.44197 -1.93052 -4.35799 0.232
H 0.22467 -3.54527 -4.53592 0.465
H -1.08839 -5.33803 -4.33369 0.368
H -2.50640 -5.01814 -5.38919 0.258
H -2.70617 -5.11188 -3.64215 0.252
H -1.83741 -1.03597 -6.32081 0.268
H -2.63054 -2.43176 -6.41120 0.324
C 4.50028 2.86593 6.54677 -1.332
C 3.09388 3.05650 7.10964 0.168
C 1.97829 2.88653 6.05176 -0.446
O 1.82343 4.00733 5.17614 -0.447
C 2.73487 4.03109 4.08882 -0.676
N 3.01655 4.36823 7.76802 -0.734
H 4.83934 3.72293 5.95999 0.274
H 5.22104 2.73448 7.36191 0.352
H 4.55149 1.97501 5.91376 0.304
H 2.94403 2.28096 7.87060 0.425
H 1.02294 2.79568 6.58380 0.326
H 2.10239 1.95935 5.47979 0.343
H 2.97142 3.02726 3.72384 0.252
H 3.64575 4.55892 4.37688 0.301
H 2.27388 4.59479 3.27346 0.274
H 2.10564 4.45164 8.22261 0.282
H 2.98485 5.07775 7.03081 0.324
C 5.81384 1.10112 -0.77844 -1.290
C 5.14991 0.85732 0.57465 0.219
C 5.73749 -0.35114 1.34076 -0.614
O 5.30270 -1.62379 0.85268 -0.390
C 6.02318 -2.09554 -0.27512 -0.654
N 3.70034 0.71669 0.37705 -0.300
H 5.49620 0.38422 -1.53929 0.282
H 5.55555 2.09778 -1.15419 0.150
H 6.90362 1.05197 -0.69461 0.380
H 5.32812 1.75030 1.18606 0.421
H 5.38056 -0.29676 2.37693 0.303
H 6.83194 -0.30526 1.38853 0.320
H 7.07767 -1.80578 -0.24458 0.220
H 5.55390 -1.73875 -1.19369 0.295
H 5.96549 -3.18720 -0.28076 0.271
H 3.25178 0.64748 1.29213 0.154
H 3.53781 -0.20293 -0.04220 0.258
C 12.30028 -3.17593 1.67547 -1.396
C 10.89388 -2.98536 2.23834 0.334
C 9.77829 -3.15533 1.18046 -0.764
O 9.62343 -2.03453 0.30484 -0.229
C 10.53487 -2.01076 -0.78248 -0.810
N 10.81655 -1.67362 2.89672 -0.732
H 12.63934 -2.31892 1.08868 0.281
H 13.02104 -3.30738 2.49060 0.359
H 12.35149 -4.06685 1.04245 0.339
H 10.74403 -3.76090 2.99930 0.400
H 8.82294 -3.24617 1.71250 0.324
H 9.90239 -4.08251 0.60849 0.445
H 10.77142 -3.01460 -1.14746 0.361
H 11.44575 -1.48293 -0.49442 0.243
H 10.07388 -1.44706 -1.59785 0.256
H 9.90564 -1.59022 3.35131 0.271
H 10.78485 -0.96411 2.15950 0.327
```



[2]
Density functional theory data (the ωB97M-V functional and the def2-TZVPD basis) for a structure of composition CHBr3.

Computed properties:
**Molar mass**: 252.7 u
**Kohn-Sham gap**: 9.820 eV
**LUMO energy**: -0.0207 hartree
**Energy above the lowest of the compared OMol25 structures with the same formula, charge and spin**: 10.20 kcal per mole
**Calculated total energy**: -211179.8037 eV

Geometry as XYZ:
```
5
Properties=species:S:1:pos:R:3:nbo_charge:R:1
C -0.16738 -0.01016 0.00123 -0.443
Br 0.95869 -0.41412 1.61731 0.060
Br 0.13477 -1.58037 -1.26225 0.071
Br 0.27484 1.77693 -0.60925 0.087
H -1.20090 0.22770 0.25296 0.226
```



[3]
Density functional theory data (the ωB97M-V functional and the def2-TZVPD basis) for the molecule C9H6N2O.

Computed properties:
**Molar mass**: 158.2 u
**Kohn-Sham gap**: 8.987 eV
**LUMO energy**: -0.0302 hartree
**Energy above the lowest of the compared OMol25 structures with the same formula, charge and spin**: 30.45 kcal per mole
**SMILES**: [H]/N=C(/C#N)C(=O)c1ccccc1
**Calculated total energy**: -14455.6314 eV

Geometry as XYZ:
```
18
Properties=species:S:1:pos:R:3:nbo_charge:R:1
H -2.10058 -0.05898 1.89096 0.349
N -2.80638 0.34449 1.30252 -0.539
C -2.54390 0.28935 0.08988 0.116
C -3.34377 0.89395 -0.91961 0.204
N -3.66233 1.37496 -1.92246 -0.247
C -1.32464 -0.66678 -0.71074 0.573
O -1.75350 -1.56187 -1.39251 -0.487
C 0.03000 -0.34908 -0.28894 -0.216
C 0.36116 0.69910 0.63943 -0.169
C 1.65995 0.87883 1.02185 -0.220
C 2.71385 0.22921 0.33663 -0.168
C 2.39831 -0.76175 -0.56208 -0.217
C 1.07519 -1.09375 -0.86715 -0.125
H -0.46419 1.14949 1.38061 0.232
H 1.88615 1.54763 1.84738 0.224
H 3.76267 0.42221 0.63903 0.227
H 3.24287 -1.40091 -0.99543 0.226
H 0.86915 -1.93611 -1.48938 0.237
```



[4]
Density functional theory data (the ωB97M-V functional and the def2-TZVPD basis) for a cluster of 3 separate species, C32H23ClF3O6S2 in total.

Computed properties:
**Molar mass**: 660.1 u
**Kohn-Sham gap**: 5.717 eV
**LUMO energy**: -0.2086 hartree
**Charge**: +1
**Calculated total energy**: -88178.6317 eV

Geometry as XYZ:
```
67
Properties=species:S:1:pos:R:3:nbo_charge:R:1
O 6.28221 -2.13120 0.88923 -0.820
S 4.98063 -1.56148 0.97766 1.860
O 4.55903 -1.57477 2.33995 -0.813
S 3.75862 -2.75128 -0.30787 0.376
C 2.08892 -3.05311 0.40266 -0.518
C 1.46511 -1.87024 1.18534 -0.464
C 1.41955 -0.52815 0.40226 -0.391
Cl -0.11219 0.34504 0.80176 0.001
C 5.18857 0.19868 0.30927 0.808
F 5.15554 1.04671 1.29147 -0.247
F 4.28964 0.45848 -0.64472 -0.305
F 6.37072 0.27138 -0.26413 -0.264
H 3.56190 -1.96169 -1.41806 0.229
H 2.14403 -3.96632 1.02651 0.291
H 1.43913 -3.33618 -0.45887 0.300
H 2.00045 -1.75393 2.14308 0.247
H 0.42040 -2.14289 1.43503 0.288
H 2.21543 0.14867 0.76431 0.215
H 1.48003 -0.65625 -0.69384 0.205
C -2.02337 -5.52170 -4.94613 -0.180
C -0.95099 -4.87331 -4.34188 -0.192
C -1.00528 -4.54881 -2.99636 -0.191
C -2.13634 -4.85970 -2.24885 -0.066
C -3.22090 -5.48870 -2.86235 -0.122
C -3.15564 -5.82804 -4.20872 -0.147
C -4.45884 -5.78577 -2.09285 0.535
O -5.39899 -6.33556 -2.62489 -0.500
C -4.52087 -5.38695 -0.66318 -0.143
C -5.68879 -5.60439 0.05725 -0.147
C -5.75426 -5.24852 1.39545 -0.177
C -4.64913 -4.68167 2.02266 -0.191
C -3.48386 -4.45760 1.30789 -0.171
C -3.41753 -4.80004 -0.03903 -0.073
C -2.17729 -4.52335 -0.80215 0.542
O -1.20859 -4.02250 -0.25113 -0.599
H -1.97646 -5.78298 -5.99584 0.228
H -0.07178 -4.62350 -4.92313 0.218
H -0.16702 -4.04868 -2.52847 0.206
H -3.99081 -6.32765 -4.68255 0.248
H -6.54972 -6.04810 -0.42609 0.246
H -6.66734 -5.41439 1.95329 0.228
H -4.70015 -4.41093 3.06990 0.224
H -2.62788 -4.01215 1.79784 0.228
C -2.28864 7.64249 2.34334 -0.184
C -2.75040 6.40882 1.89409 -0.191
C -1.86662 5.49384 1.34503 -0.181
C -0.51788 5.81261 1.23157 -0.079
C -0.05898 7.06032 1.66082 -0.157
C -0.94675 7.96810 2.22665 -0.149
C 1.37001 7.43702 1.50292 0.546
O 1.77216 8.51805 1.87837 -0.509
C 2.29836 6.46392 0.86620 -0.148
C 3.62654 6.82033 0.65811 -0.147
C 4.50346 5.91834 0.07789 -0.190
C 4.05924 4.65130 -0.28930 -0.206
C 2.73573 4.29358 -0.08872 -0.194
C 1.84877 5.20107 0.48064 -0.070
C 0.42282 4.81751 0.65807 0.605
O 0.03642 3.71061 0.33393 -0.565
H -2.97947 8.35269 2.78035 0.225
H -3.80158 6.16151 1.97499 0.223
H -2.22788 4.53316 1.00114 0.234
H -0.59160 8.93048 2.57208 0.243
H 3.97556 7.80396 0.94539 0.246
H 5.53589 6.20013 -0.08808 0.224
H 4.74828 3.94466 -0.73727 0.206
H 2.39059 3.30904 -0.37991 0.220
```



[5]
Density functional theory data (the ωB97M-V functional and the def2-TZVPD basis) for a cluster of 3 separate species, CH2ClNO3S in total.

Computed properties:
**Molar mass**: 143.6 u
**Kohn-Sham gap**: 10.371 eV
**LUMO energy**: -0.0361 hartree
**Energy above the lowest of the compared OMol25 structures with the same formula, charge and spin**: 7.13 kcal per mole
**Calculated total energy**: -32059.2362 eV

Geometry as XYZ:
```
9
Properties=species:S:1:pos:R:3:nbo_charge:R:1
C -2.83799 -0.53134 0.49381 1.027
N 0.10329 -0.09123 -0.26752 -1.006
O -2.62829 0.51544 0.94684 -0.532
O -2.98003 -1.55715 0.03465 -0.495
O 1.45811 1.90626 0.62324 -0.852
S 1.10634 0.49645 0.76817 1.455
Cl 3.57042 -0.80914 -0.52213 -0.248
H 2.43479 -0.54398 -1.00634 0.256
H -0.22664 0.61469 -1.07073 0.395
```



[6]
Density functional theory data (the ωB97M-V functional and the def2-TZVPD basis) for a cluster of 7 separate species, H14O7 in total.

Computed properties:
**Molar mass**: 126.1 u
**Kohn-Sham gap**: 10.767 eV
**LUMO energy**: -0.0004 hartree
**Energy above the lowest of the compared OMol25 structures with the same formula, charge and spin**: 25.67 kcal per mole
**SMILES**: O.O.O.O.O.O.O
**Calculated total energy**: -14560.3484 eV

Geometry as XYZ:
```
21
Properties=species:S:1:pos:R:3:nbo_charge:R:1
O -18.90479 8.21816 7.33535 -0.965
H -18.38013 7.81808 8.04181 0.487
H -19.52220 8.80645 7.78481 0.490
O -15.27011 7.66256 6.69073 -0.958
H -16.04726 8.10120 6.32265 0.484
H -14.65910 8.37590 6.92212 0.489
O -18.43487 6.45525 5.15468 -0.981
H -18.97263 5.72014 5.46753 0.480
H -18.61848 7.18321 5.77492 0.502
O -15.93920 5.92246 3.87158 -0.980
H -15.62315 6.81607 3.69994 0.470
H -16.87266 6.03272 4.13203 0.503
O -12.18986 7.30932 6.36395 -0.990
H -12.79827 6.60072 6.08038 0.501
H -11.87581 7.02793 7.22979 0.478
O -11.97178 9.22368 4.19972 -0.957
H -11.08840 8.84639 4.24577 0.470
H -12.41977 8.85870 4.97407 0.484
O -14.22020 5.11048 6.04298 -0.994
H -14.55222 6.00484 6.26814 0.487
H -14.60926 4.93270 5.17307 0.500
```



The evaluated HOMO energy for the records listed, in turn: -8.54, -10.38, -9.81, -11.39, -11.35, -10.78 eV.